Entry from the Open Molecules 2025 dataset: a structure of composition C61H116BF34N12O22S10 in a non-equilibrium geometry (wB97M-V/def2-TZVPD).

The gap between HOMO and LUMO comes out at 6.198 eV. As for the largest force on an atom: 7.78 eV Å⁻¹. The HOMO energy comes out at -9.30 eV. Its molar mass is 2347.1 Da. The charge is +1. For the total energy, the calculation gives -329470.4504 eV.

Each line ends with the Mulliken charge.
Element x y z (Å)
1 C -8.62519 -0.00950 3.43781  -0.730
2 C -7.57079 0.94471 3.89664  0.720
3 O -7.81957 1.98629 4.44945  -0.489
4 N -6.11809 0.55692 3.59675  1.006
5 H -6.05973 -0.42713 3.81663  -0.355
6 H -5.84635 0.39851 2.63698  0.015
7 C -4.99971 1.20551 4.42723  -0.617
8 H -8.59893 -0.04467 2.34870  0.293
9 H -9.52501 0.34330 3.94175  0.336
10 H -8.34211 -0.98699 3.82831  0.173
11 H -5.24217 2.23465 4.16232  0.472
12 H -4.03110 0.88614 4.04264  0.069
13 H -5.24340 0.90954 5.44758  0.285
14 C 1.15015 -3.47019 -3.08372  -0.957
15 C 1.20156 -3.76870 -1.60269  0.407
16 O 0.26081 -3.65180 -0.80609  0.255
17 N 2.55543 -4.11026 -1.03534  1.889
18 H 3.20906 -4.20910 -1.79895  -0.486
19 H 2.95678 -3.29430 -0.59577  -0.146
20 C 2.51405 -5.32518 -0.13908  -0.461
21 H 1.16728 -4.31795 -3.76863  0.414
22 H 1.91800 -2.72237 -3.28189  -0.293
23 H 0.18046 -3.04214 -3.33784  0.554
24 H 1.97674 -6.16511 -0.57944  0.361
25 H 2.01047 -5.05490 0.78907  -0.129
26 H 3.53749 -5.69095 -0.05624  0.369
27 C -0.37433 6.93543 -0.96744  -1.478
28 C 1.09827 6.74656 -1.44091  0.976
29 C 1.65129 8.14521 -1.44637  -1.276
30 N 3.21578 8.06174 -1.62117  0.295
31 C 3.63760 7.53872 -3.00741  -0.061
32 C 3.16645 8.40459 -4.19483  -1.093
33 C 3.69290 9.81699 -4.01265  -0.730
34 C 3.32392 10.43294 -2.66679  -0.801
35 C 3.73409 9.52121 -1.43039  -0.515
36 C 3.97931 7.15693 -0.60778  -0.999
37 H -0.40452 7.28711 0.06383  0.474
38 H -0.87342 5.97267 -0.85743  0.166
39 H -0.93342 7.60923 -1.61669  0.407
40 H 1.03172 6.30399 -2.43478  -0.072
41 H 1.53710 5.97053 -0.81376  0.134
42 H 1.46416 8.54703 -0.45057  0.445
43 H 1.17205 8.81108 -2.16404  0.451
44 H 3.16158 6.56478 -3.12118  -0.537
45 H 4.70279 7.31368 -3.06072  0.789
46 H 2.08168 8.43845 -4.29595  0.285
47 H 3.27107 8.05853 -5.22313  0.507
48 H 3.39360 10.40699 -4.87892  0.509
49 H 4.76918 9.69054 -4.12988  0.298
50 H 2.30484 10.77186 -2.48047  0.361
51 H 3.73565 11.41974 -2.45515  0.490
52 H 3.32669 9.83466 -0.46920  0.510
53 H 4.82036 9.44959 -1.37585  0.401
54 H 5.03599 7.40445 -0.70911  0.472
55 H 3.80508 6.11661 -0.88250  0.269
56 H 3.56285 7.37043 0.37664  0.303
57 C 0.39184 4.01928 -5.73130  -1.548
58 C -0.95525 4.38094 -5.15322  0.221
59 C -2.06390 3.31729 -5.35514  -0.633
60 N -3.45070 3.90433 -5.12117  0.182
61 C -4.47282 2.75381 -5.45339  -0.594
62 C -5.87035 3.09035 -4.89020  -0.912
63 C -5.88212 3.40250 -3.40691  0.019
64 C -4.99368 4.61392 -3.16241  -0.926
65 C -3.51515 4.38027 -3.61105  -0.519
66 C -3.74990 5.24076 -5.90945  -0.947
67 H 0.96480 3.33377 -5.10689  0.136
68 H 1.06425 4.86883 -5.85062  0.444
69 H 0.30695 3.62475 -6.74384  0.451
70 H -1.04326 5.43559 -5.41413  0.372
71 H -0.67055 4.38302 -4.10106  -0.027
72 H -1.90326 2.53817 -4.60997  0.293
73 H -2.14996 3.00490 -6.39586  0.543
74 H -4.24502 1.75314 -5.08614  0.384
75 H -4.53160 2.66715 -6.53835  0.393
76 H -6.49356 2.19744 -4.93941  0.489
77 H -6.45192 3.84108 -5.42526  0.288
78 H -5.56366 2.54575 -2.81305  -0.289
79 H -6.93572 3.51842 -3.15275  0.439
80 H -5.00366 4.74539 -2.08041  0.499
81 H -5.41079 5.52634 -3.58857  0.418
82 H -3.09073 3.50303 -3.12278  0.203
83 H -2.82193 5.21635 -3.51867  0.582
84 H -2.99538 5.94755 -5.56412  0.374
85 H -4.73494 5.63839 -5.66513  0.372
86 H -3.59447 5.04737 -6.97084  0.340
87 C -1.70618 -5.41950 1.22496  -1.247
88 C -2.56267 -5.18821 -0.03243  0.905
89 C -2.22157 -6.03172 -1.26432  -1.192
90 N -2.90578 -5.70799 -2.65688  0.085
91 C -2.61907 -6.71877 -3.78935  -0.721
92 C -3.24024 -8.13618 -3.55834  -0.508
93 C -4.74795 -7.93594 -3.25516  -0.973
94 C -5.11430 -6.91285 -2.08245  -0.426
95 C -4.45096 -5.58757 -2.43089  -0.867
96 C -2.38978 -4.37179 -3.24460  -0.875
97 H -1.81776 -6.45577 1.54400  0.619
98 H -1.83125 -4.76160 2.08497  0.155
99 H -0.67741 -5.25293 0.90561  -0.061
100 H -2.56184 -4.12664 -0.27973  -0.571
101 H -3.61224 -5.38894 0.18255  0.713
102 H -2.40801 -7.05706 -0.94495  0.426
103 H -1.16037 -6.03700 -1.51320  0.249
104 H -1.53366 -6.73435 -3.88804  0.421
105 H -3.03465 -6.23229 -4.67181  0.449
106 H -2.89177 -8.76106 -2.73603  0.311
107 H -3.06622 -8.74876 -4.44296  0.430
108 H -5.14176 -8.94280 -3.11644  0.439
109 H -5.22005 -7.66286 -4.19890  0.337
110 H -4.68640 -7.18327 -1.11712  0.187
111 H -6.18340 -6.83880 -1.88333  0.511
112 H -4.59428 -4.77126 -1.72294  0.541
113 H -4.82443 -5.28272 -3.40848  0.537
114 H -1.31331 -4.47597 -3.38045  0.104
115 H -2.55386 -3.70436 -2.39860  0.247
116 H -2.89507 -4.08277 -4.16614  0.528
117 C 3.11849 -6.93706 6.70524  -1.507
118 C 2.83454 -5.47841 6.74662  -0.083
119 C 2.19955 -5.03753 5.41133  -0.883
120 N 1.77025 -3.56177 5.30820  0.795
121 C 0.87343 -3.02124 6.51391  -0.834
122 C 0.59033 -1.50391 6.38750  -0.170
123 C 1.86457 -0.64081 6.22474  -1.347
124 C 2.79948 -1.15022 5.13264  1.363
125 C 3.03339 -2.61802 5.26534  -1.361
126 C 1.07988 -3.42657 3.95567  -0.886
127 H 2.28273 -7.62742 6.81935  0.352
128 H 3.73038 -7.25844 7.54809  0.401
129 H 3.62610 -7.18154 5.77215  0.370
130 H 3.74236 -4.98319 7.09120  0.401
131 H 2.08629 -5.27447 7.51253  0.176
132 H 1.26188 -5.55989 5.22153  0.355
133 H 2.80224 -5.22058 4.52175  0.554
134 H 1.67180 -3.14115 7.24627  0.587
135 H 0.00399 -3.67014 6.61922  0.534
136 H 0.11907 -1.17633 7.31416  0.595
137 H -0.09487 -1.30697 5.56299  -0.192
138 H 2.43068 -0.88082 7.12475  0.298
139 H 1.74438 0.44014 6.15264  0.551
140 H 3.79759 -0.71435 5.17615  0.621
141 H 2.49007 -0.80219 4.14712  -1.249
142 H 3.61364 -2.84135 6.16063  0.518
143 H 3.61927 -2.93229 4.40158  0.425
144 H 1.61949 -3.85208 3.10958  -0.114
145 H 0.93916 -2.35131 3.84559  -0.117
146 H 0.06903 -3.77027 4.17511  0.652
147 C -2.36252 -1.81616 2.68310  0.822
148 C -1.46890 -0.52620 2.29149  -0.254
149 C -0.48149 -0.78441 1.11312  0.109
150 N 0.23395 0.42110 0.43495  1.110
151 C 0.84348 -0.09133 -0.84225  0.027
152 C 1.44037 1.07883 -1.68131  -0.256
153 C 0.28722 2.04863 -1.96593  0.207
154 C -0.34249 2.64636 -0.65680  -1.043
155 C -0.93026 1.53188 0.17089  -0.553
156 C 1.20863 1.08908 1.47129  -0.136
157 H -1.75561 -2.36988 3.39945  -0.171
158 H -2.63437 -2.51707 1.89384  -0.328
159 H -3.29664 -1.57171 3.18882  -0.404
160 H -0.85766 -0.24085 3.14769  0.517
161 H -2.16750 0.30416 2.18867  -0.213
162 H -0.92637 -1.30018 0.26215  -0.140
163 H 0.24477 -1.57190 1.31436  0.320
164 H 0.14126 -0.75074 -1.35231  0.377
165 H 1.71173 -0.64609 -0.48660  -0.613
166 H 1.87551 0.68430 -2.59952  0.611
167 H 2.17344 1.69151 -1.15660  -0.454
168 H -0.45973 1.57405 -2.60228  -0.040
169 H 0.52769 2.98363 -2.47195  -0.162
170 H -1.11925 3.33498 -0.98928  0.357
171 H 0.36410 3.28443 -0.12605  0.322
172 H -1.76590 1.06240 -0.34815  0.105
173 H -1.25477 1.93000 1.13229  0.707
174 H 1.93837 1.79323 1.07158  0.025
175 H 1.74040 0.34238 2.06100  -0.528
176 H 0.54928 1.68665 2.10077  0.507
177 B 3.94093 -2.38991 1.30707  -0.513
178 F 4.49050 -1.24898 1.94010  0.119
179 F 2.57319 -2.19429 1.34510  -0.074
180 F 4.44350 -2.63936 0.07846  -0.029
181 F 4.14955 -3.57058 2.01111  -0.324
182 C 4.86395 2.70675 1.50735  0.547
183 F 5.84137 3.42058 0.93342  -0.214
184 F 3.77772 3.50352 1.66001  -0.250
185 F 4.58354 1.69419 0.65245  -0.135
186 S 5.35069 2.03256 3.29245  1.046
187 O 4.04976 1.69308 3.88760  -0.639
188 O 6.14299 0.86018 2.97195  -0.602
189 N 6.18314 3.31662 4.09150  -0.449
190 S 7.66746 3.11461 3.80868  1.089
191 O 8.38462 2.28318 4.84680  -0.671
192 O 8.13141 2.86225 2.45922  -0.580
193 C 8.25164 4.89698 4.05269  0.562
194 F 7.56247 5.77729 3.28086  -0.227
195 F 8.05612 5.30847 5.30116  -0.241
196 F 9.57547 4.95484 3.81552  -0.211
197 C 4.08171 3.50897 -3.20867  0.076
198 F 2.86016 4.04978 -3.00004  0.033
199 F 4.83077 3.56603 -2.14068  -0.019
200 F 4.04522 2.21461 -3.52121  -0.076
201 S 4.98459 4.50476 -4.66406  1.036
202 O 3.99417 5.21262 -5.45626  -0.646
203 O 5.84762 5.44233 -3.89103  -0.632
204 N 5.88639 3.34343 -5.68116  -0.490
205 S 7.10433 2.90731 -4.84064  1.070
206 O 8.20446 3.85677 -4.92021  -0.665
207 O 6.80370 2.33380 -3.53424  -0.514
208 C 7.69132 1.36668 -5.89670  0.570
209 F 8.09148 1.82482 -7.10014  -0.226
210 F 8.69802 0.77170 -5.21212  -0.198
211 F 6.67074 0.46211 -6.12069  -0.198
212 C -5.92503 -3.38842 2.78624  0.603
213 F -4.68004 -3.33277 3.14358  -0.199
214 F -6.12183 -4.75809 2.63638  -0.256
215 F -6.72393 -2.92114 3.74204  -0.171
216 S -6.27352 -2.43188 1.07126  0.601
217 O -5.67659 -3.29402 0.04015  -0.306
218 O -7.72781 -2.25286 1.09701  -0.666
219 N -5.59609 -0.86654 1.29577  -0.214
220 S -4.96381 -0.50669 -0.08586  0.450
221 O -3.56688 -0.93334 -0.23819  -0.211
222 O -5.88246 -0.66388 -1.20652  -0.643
223 C -4.77785 1.40990 -0.01054  0.171
224 F -3.99769 1.84389 -1.03177  0.029
225 F -6.05424 2.01182 -0.07767  -0.308
226 F -4.22852 1.74716 1.13420  -0.227
227 C -2.40982 -4.24324 8.78020  0.499
228 F -2.64494 -3.79135 10.00960  -0.231
229 F -1.09671 -4.37247 8.65544  -0.165
230 F -3.07674 -5.41921 8.76247  -0.244
231 S -3.07272 -3.00624 7.47166  0.993
232 O -2.25912 -1.81202 7.63241  -0.648
233 O -2.90063 -3.76515 6.23451  -0.648
234 N -4.69492 -2.80339 7.99322  -0.606
235 S -5.46723 -2.84643 6.68580  1.219
236 O -4.97248 -1.93642 5.62424  -0.292
237 O -5.88461 -4.20394 6.32293  -0.720
238 C -7.11178 -1.98942 7.30005  0.433
239 F -6.86463 -0.86398 8.07910  -0.234
240 F -7.61111 -1.57114 6.13717  -0.176
241 F -7.85653 -2.90349 7.86906  -0.181
242 C 3.43607 -6.08701 -5.19206  0.630
243 F 2.22810 -6.56231 -4.81883  -0.233
244 F 3.99987 -6.84454 -6.14149  -0.217
245 F 3.15627 -4.89425 -5.79509  -0.222
246 S 4.56126 -5.81984 -3.63319  0.990
247 O 4.04627 -6.72531 -2.62224  -0.671
248 O 5.94482 -6.05894 -4.10026  -0.566
249 N 4.20241 -4.22091 -3.12302  -0.467
250 S 5.35516 -3.39510 -3.67530  0.893
251 O 6.53552 -3.34439 -2.82600  -0.682
252 O 5.60416 -3.60767 -5.12045  -0.627
253 C 4.47077 -1.61688 -3.56779  0.307
254 F 3.59471 -1.68407 -4.55002  -0.265
255 F 3.81667 -1.45507 -2.44680  -0.128
256 F 5.30295 -0.59296 -3.75598  -0.090